(1)
150
Properties=species:S:1:pos:R:3:lowdin_charge:R:1 method="wB97M-V/def2-TZVPD" homo_ev=-8.72 charge=0
C 8.275 27.438 17.771 -0.085
O 8.375 25.983 17.868 -0.196
C 9.672 25.459 18.126 -0.227
C 9.618 23.934 17.958 -0.211
N 9.391 23.543 16.568 -0.070
C 9.577 22.106 16.444 -0.208
C 9.295 21.646 14.968 -0.218
O 7.913 21.808 14.665 -0.197
C 7.669 21.832 13.245 -0.098
H 7.248 27.760 17.596 0.080
H 8.719 27.848 16.864 0.076
H 8.730 27.956 18.616 0.082
H 9.984 25.621 19.158 0.112
H 10.400 25.958 17.487 0.119
H 8.786 23.546 18.545 0.119
H 10.544 23.488 18.320 0.117
H 8.463 23.798 16.260 0.107
H 8.939 21.527 17.112 0.114
H 10.627 21.936 16.680 0.113
H 9.553 20.594 14.846 0.112
H 9.946 22.179 14.275 0.112
H 8.263 22.594 12.741 0.085
H 6.623 22.088 13.078 0.081
H 7.772 20.838 12.808 0.083
C 16.841 9.247 7.462 -0.090
O 16.915 8.924 8.877 -0.198
C 17.474 10.022 9.627 -0.206
C 16.623 11.304 9.708 -0.208
N 15.323 11.011 10.339 -0.067
C 14.402 12.149 10.355 -0.199
C 14.870 13.356 11.185 -0.215
O 15.722 14.204 10.403 -0.220
C 16.250 15.332 11.166 -0.086
H 16.284 10.163 7.266 0.073
H 16.402 8.444 6.869 0.085
H 17.858 9.354 7.085 0.082
H 18.472 10.190 9.221 0.112
H 17.664 9.678 10.643 0.117
H 16.450 11.738 8.723 0.103
H 17.133 12.047 10.321 0.113
H 14.912 10.314 9.735 0.099
H 13.438 11.886 10.792 0.114
H 14.227 12.371 9.303 0.116
H 15.408 13.012 12.068 0.119
H 14.024 13.969 11.498 0.115
H 15.465 15.998 11.524 0.076
H 16.768 15.962 10.442 0.083
H 16.825 15.018 12.037 0.083
C 7.765 14.641 6.677 -0.147
O 7.701 13.253 6.270 -0.136
H 7.995 15.303 5.842 0.072
H 6.752 14.881 6.999 0.068
H 8.369 14.859 7.557 0.077
H 7.061 13.165 5.560 0.066
C 10.379 6.836 6.668 -0.164
O 10.924 8.157 6.612 -0.125
H 9.866 6.647 5.726 0.072
H 11.081 6.037 6.907 0.077
H 9.614 6.742 7.439 0.069
H 10.200 8.785 6.564 0.071
C 19.109 2.993 14.420 -0.182
O 19.812 1.819 14.104 -0.116
H 18.214 2.792 15.008 0.071
H 19.777 3.585 15.045 0.078
H 18.778 3.603 13.580 0.075
H 19.480 1.402 13.306 0.075
C 16.668 9.772 -0.304 -0.207
O 15.944 8.758 -0.870 -0.109
H 17.725 9.506 -0.289 0.082
H 16.562 10.673 -0.908 0.075
H 16.329 10.006 0.705 0.076
H 15.010 8.980 -0.881 0.082
C 13.619 14.127 3.761 -0.181
O 14.473 14.525 2.721 -0.118
H 14.019 13.209 4.191 0.074
H 13.576 14.826 4.596 0.071
H 12.605 14.034 3.373 0.081
H 15.338 14.695 3.100 0.073
C 22.261 14.120 14.133 -0.188
O 22.743 13.870 15.420 -0.114
H 23.116 14.199 13.462 0.075
H 21.536 13.374 13.808 0.074
H 21.747 15.078 14.061 0.076
H 23.290 13.081 15.416 0.077
C 10.631 7.044 16.002 -0.167
O 11.537 6.077 15.494 -0.127
H 9.718 6.608 16.410 0.080
H 11.142 7.497 16.852 0.068
H 10.469 7.859 15.297 0.074
H 12.327 6.512 15.165 0.072
C 20.573 1.683 3.776 -0.127
O 20.540 0.728 2.667 -0.150
H 21.098 1.146 4.565 0.074
H 21.060 2.611 3.475 0.072
H 19.539 1.945 3.999 0.072
H 21.126 1.005 1.959 0.060
C 19.146 16.674 5.241 -0.161
O 19.054 15.347 4.737 -0.133
H 18.418 17.317 4.746 0.081
H 19.099 16.612 6.329 0.074
H 20.132 17.084 5.025 0.069
H 19.714 14.792 5.160 0.070
C 9.977 14.101 17.053 -0.152
O 9.090 13.442 16.123 -0.131
H 10.776 14.650 16.555 0.077
H 9.483 14.700 17.818 0.071
H 10.455 13.317 17.639 0.066
H 8.306 13.115 16.571 0.068
C 20.405 21.042 17.086 -0.170
O 19.542 20.777 18.177 -0.126
H 20.173 21.981 16.583 0.072
H 21.404 21.147 17.509 0.073
H 20.400 20.211 16.380 0.080
H 19.641 21.496 18.805 0.071
C 14.349 1.464 10.102 -0.090
C 14.049 0.721 8.808 -0.348
O 14.879 -0.421 8.729 -0.077
H 15.310 1.926 9.877 0.070
H 14.481 0.775 10.936 0.077
H 13.616 2.259 10.242 0.076
H 14.236 1.445 8.015 0.107
H 13.012 0.386 8.826 0.105
H 14.681 -0.834 7.886 0.080
C 17.415 8.946 17.772 -0.083
C 16.903 9.622 16.484 -0.349
O 16.376 8.638 15.647 -0.069
H 17.565 9.673 18.570 0.066
H 18.446 8.638 17.599 0.069
H 16.678 8.210 18.096 0.076
H 17.792 10.070 16.040 0.102
H 16.236 10.443 16.746 0.103
H 16.184 9.004 14.780 0.085
C 24.958 7.442 13.382 -0.103
C 25.878 8.413 14.098 -0.305
O 25.267 8.679 15.390 -0.093
H 25.295 7.195 12.375 0.072
H 23.940 7.821 13.477 0.077
H 24.945 6.467 13.869 0.069
H 25.968 9.359 13.564 0.106
H 26.882 7.993 14.161 0.104
H 25.460 7.872 15.872 0.073
C 25.431 13.765 6.962 -0.095
C 24.132 12.977 7.238 -0.329
O 23.516 12.529 6.058 -0.071
H 25.182 14.744 6.554 0.069
H 26.177 13.309 6.310 0.067
H 26.022 13.952 7.860 0.066
H 23.480 13.686 7.750 0.108
H 24.353 12.157 7.921 0.104
H 24.134 11.895 5.688 0.082

(2)
163
Properties=species:S:1:pos:R:3:lowdin_charge:R:1 method="wB97M-V/def2-TZVPD" de_lowest_kj_mol=484.8 homo_ev=-8.92 charge=0
C 27.718 16.396 3.059 -0.059
C 27.794 17.940 3.276 -0.376
C 26.514 18.555 3.947 -0.195
O 25.450 18.536 2.989 -0.206
C 24.211 19.024 3.503 -0.100
N 28.930 18.241 4.172 0.022
H 27.824 15.905 4.026 0.069
H 28.618 16.135 2.502 0.062
H 26.830 16.010 2.558 0.065
H 27.986 18.452 2.333 0.131
H 26.710 19.604 4.166 0.109
H 26.220 18.230 4.945 0.119
H 24.355 20.091 3.670 0.084
H 23.855 18.490 4.384 0.086
H 23.480 18.983 2.696 0.081
H 29.779 17.774 3.887 0.061
H 28.790 18.047 5.153 0.064
C 29.311 19.042 -2.195 -0.059
C 30.693 19.674 -2.437 -0.437
C 31.215 20.297 -1.079 -0.194
O 30.620 21.585 -0.909 -0.168
C 31.322 22.222 0.112 -0.153
N 31.567 18.645 -2.941 0.029
H 29.495 18.446 -1.301 0.063
H 29.020 18.313 -2.952 0.075
H 28.556 19.789 -1.951 0.082
H 30.608 20.521 -3.118 0.135
H 32.292 20.355 -1.237 0.117
H 30.891 19.725 -0.210 0.121
H 31.603 21.624 0.979 0.085
H 30.806 23.107 0.483 0.088
H 32.288 22.619 -0.199 0.082
H 31.654 18.112 -2.087 0.066
H 32.531 18.897 -3.107 0.069
C 22.595 23.355 -0.998 -0.074
C 21.930 24.031 -2.206 -0.415
C 22.026 25.576 -2.223 -0.180
O 21.095 26.091 -3.198 -0.191
C 20.856 27.491 -3.094 -0.121
N 22.558 23.388 -3.376 0.026
H 22.672 22.284 -1.188 0.075
H 22.067 23.599 -0.077 0.070
H 23.647 23.598 -0.844 0.073
H 20.887 23.714 -2.197 0.136
H 23.029 25.981 -2.354 0.127
H 21.655 25.880 -1.244 0.115
H 20.453 27.985 -3.979 0.083
H 21.781 28.051 -2.957 0.076
H 20.252 27.797 -2.240 0.079
H 22.330 23.983 -4.159 0.060
H 23.560 23.465 -3.277 0.063
C 18.866 22.160 2.648 -0.046
C 19.038 23.103 3.867 -0.375
C 18.529 24.607 3.544 -0.155
O 19.044 25.074 2.257 -0.214
C 18.492 26.277 1.835 -0.136
N 18.196 22.569 4.967 0.000
H 19.095 21.144 2.970 0.070
H 19.629 22.478 1.939 0.065
H 17.913 22.304 2.138 0.084
H 19.987 23.212 4.392 0.128
H 18.856 25.365 4.256 0.114
H 17.444 24.522 3.607 0.106
H 19.193 27.071 2.092 0.085
H 17.540 26.468 2.331 0.081
H 18.307 26.230 0.761 0.086
H 17.211 22.468 4.765 0.064
H 18.194 23.168 5.781 0.062
C 36.759 16.041 7.110 -0.058
C 35.869 15.452 6.001 -0.443
C 35.683 13.887 6.043 -0.124
O 34.968 13.422 4.849 -0.221
C 35.212 12.117 4.473 -0.140
N 34.646 16.201 5.904 0.032
H 37.703 15.506 7.213 0.078
H 36.141 15.953 8.003 0.077
H 36.906 17.117 7.008 0.076
H 36.374 15.703 5.068 0.124
H 35.160 13.612 6.959 0.129
H 36.708 13.531 5.941 0.116
H 36.280 12.147 4.260 0.080
H 34.608 11.879 3.597 0.094
H 35.216 11.376 5.273 0.087
H 34.696 17.209 5.928 0.082
H 34.142 15.985 5.056 0.054
C 28.231 20.948 11.056 -0.054
C 26.884 21.521 11.556 -0.439
C 25.778 21.102 10.584 -0.236
O 25.947 21.826 9.397 -0.174
C 25.255 21.225 8.342 -0.121
N 26.637 20.995 12.877 0.034
H 29.014 21.110 11.797 0.072
H 28.512 21.362 10.088 0.076
H 28.180 19.861 11.005 0.073
H 26.910 22.608 11.635 0.139
H 24.826 21.344 11.058 0.120
H 25.848 20.027 10.418 0.121
H 25.357 20.143 8.258 0.087
H 25.647 21.706 7.446 0.083
H 24.211 21.537 8.355 0.086
H 25.686 21.193 13.153 0.063
H 26.706 19.989 12.814 0.060
C 22.749 17.869 14.789 -0.067
C 23.264 17.175 13.486 -0.427
C 22.620 17.742 12.201 -0.167
O 23.180 16.986 11.092 -0.202
C 22.539 17.278 9.834 -0.107
N 24.717 17.287 13.473 0.031
H 23.269 17.367 15.605 0.070
H 21.671 17.712 14.755 0.071
H 22.963 18.936 14.852 0.070
H 23.008 16.138 13.704 0.126
H 22.851 18.799 12.069 0.116
H 21.537 17.784 12.087 0.121
H 21.534 16.897 9.652 0.083
H 23.148 16.828 9.050 0.081
H 22.486 18.333 9.566 0.079
H 24.992 16.970 12.554 0.059
H 25.245 16.799 14.183 0.074
C 19.440 12.123 4.823 -0.064
C 20.703 12.078 5.669 -0.448
C 21.256 13.455 6.058 -0.190
O 21.695 14.301 4.990 -0.178
C 22.964 13.960 4.486 -0.116
N 20.480 11.260 6.881 0.037
H 19.626 12.539 3.833 0.071
H 18.560 12.614 5.238 0.082
H 19.115 11.119 4.549 0.071
H 21.486 11.635 5.053 0.119
H 22.043 13.266 6.788 0.117
H 20.402 13.875 6.590 0.131
H 23.261 14.685 3.728 0.087
H 22.989 12.991 3.988 0.079
H 23.730 13.943 5.260 0.089
H 21.367 11.248 7.363 0.060
H 20.414 10.270 6.694 0.069
O 26.545 11.598 -0.063 -0.054
H 25.699 11.153 -0.006 0.028
H 26.442 12.379 0.480 0.025
O 29.426 16.272 7.897 -0.059
H 29.818 15.705 7.233 0.001
H 30.018 16.208 8.647 0.030
O 19.449 18.714 5.936 -0.056
H 19.429 18.202 5.127 -0.001
H 19.241 19.607 5.659 0.011
O 20.899 18.043 -0.669 -0.049
H 21.826 18.209 -0.496 0.026
H 20.652 17.374 -0.030 0.018
O 31.339 13.449 0.470 -0.054
H 31.129 12.921 1.240 0.027
H 31.159 12.873 -0.273 0.033
O 32.879 16.587 2.466 -0.051
H 33.763 16.323 2.212 0.031
H 32.315 15.889 2.132 0.019
O 29.969 22.098 5.815 -0.055
H 29.040 21.909 5.941 0.021
H 30.346 21.267 5.526 0.022
O 31.709 14.356 6.113 -0.049
H 32.026 13.584 5.644 0.025
H 32.422 14.991 6.040 -0.001
O 19.534 16.648 3.138 -0.040
H 19.137 16.017 2.538 0.034
H 20.273 16.179 3.525 0.018

(3)
166
Properties=species:S:1:pos:R:3:lowdin_charge:R:1 method="wB97M-V/def2-TZVPD" de_lowest_kj_mol=90.1 homo_ev=-9.02 charge=0
C 7.188 0.905 0.273 -0.065
C 6.458 -0.136 -0.563 -0.449
C 4.975 -0.125 -0.351 -0.239
O 4.396 -1.350 -0.693 -0.150
C 3.055 -1.185 -1.089 -0.112
N 6.900 -0.084 -1.959 0.047
H 8.195 1.155 -0.042 0.073
H 7.251 0.639 1.338 0.079
H 6.555 1.801 0.382 0.078
H 6.769 -1.100 -0.108 0.139
H 4.462 0.751 -0.779 0.116
H 4.823 0.072 0.730 0.130
H 2.444 -0.568 -0.417 0.059
H 2.598 -2.167 -1.168 0.080
H 3.008 -0.714 -2.082 0.095
H 7.910 -0.037 -1.962 0.062
H 6.603 -0.898 -2.481 0.071
C -1.010 5.012 8.302 -0.052
C -2.218 5.114 7.391 -0.453
C -2.321 3.930 6.419 -0.206
O -1.365 4.177 5.400 -0.185
C -1.050 3.056 4.646 -0.131
N -3.443 5.265 8.177 0.026
H -0.134 4.605 7.817 0.077
H -1.358 4.414 9.154 0.077
H -0.833 6.000 8.728 0.078
H -2.195 5.976 6.715 0.139
H -3.289 3.778 5.939 0.123
H -1.996 3.064 7.021 0.127
H -0.231 3.416 3.995 0.075
H -1.782 2.803 3.873 0.083
H -0.571 2.219 5.159 0.091
H -4.245 5.262 7.561 0.065
H -3.532 4.499 8.840 0.066
C -4.392 1.654 1.692 -0.051
C -5.517 0.805 1.110 -0.389
C -5.092 0.168 -0.191 -0.192
O -4.742 1.211 -1.109 -0.205
C -4.284 0.633 -2.321 -0.108
N -5.738 -0.324 2.094 0.032
H -4.201 2.551 1.105 0.081
H -3.488 1.056 1.811 0.053
H -4.620 1.991 2.712 0.082
H -6.438 1.389 0.997 0.140
H -5.934 -0.398 -0.620 0.131
H -4.239 -0.506 -0.056 0.117
H -3.982 1.389 -3.049 0.105
H -5.140 0.130 -2.807 0.085
H -3.464 -0.086 -2.219 0.079
H -6.419 -1.012 1.782 0.067
H -6.099 0.119 2.937 0.070
C 0.404 -1.448 1.018 -0.045
C -0.051 -0.004 0.734 -0.388
C -1.285 0.012 -0.141 -0.155
O -1.248 -0.914 -1.234 -0.262
C -0.365 -0.550 -2.304 -0.050
N -0.365 0.725 1.970 0.047
H 0.299 -2.170 0.201 0.078
H -0.222 -1.869 1.814 0.077
H 1.450 -1.439 1.331 0.067
H 0.762 0.480 0.175 0.110
H -1.687 0.960 -0.521 0.126
H -2.133 -0.402 0.426 0.113
H 0.641 -0.361 -1.902 0.068
H -0.673 0.433 -2.678 0.100
H -0.338 -1.325 -3.052 0.069
H 0.325 0.449 2.698 0.050
H -1.177 0.274 2.434 0.038
C -3.578 -1.954 -4.514 -0.039
C -3.772 -2.329 -5.982 -0.409
C -4.251 -1.260 -6.913 -0.253
O -3.358 -0.195 -6.936 -0.172
C -3.624 0.661 -8.022 -0.103
N -2.540 -2.997 -6.471 0.030
H -2.539 -1.708 -4.321 0.066
H -3.901 -2.788 -3.887 0.082
H -4.251 -1.156 -4.189 0.053
H -4.469 -3.172 -5.962 0.134
H -5.285 -0.935 -6.701 0.132
H -4.339 -1.660 -7.940 0.124
H -3.233 0.216 -8.955 0.091
H -3.150 1.630 -7.922 0.091
H -4.709 0.750 -8.153 0.088
H -2.755 -3.648 -7.227 0.073
H -1.978 -2.309 -6.987 0.071
C 2.344 -3.144 -3.950 -0.070
C 1.609 -3.849 -5.064 -0.374
C 0.997 -5.197 -4.717 -0.245
O 0.301 -5.185 -3.508 -0.182
C -0.352 -6.441 -3.385 -0.106
N 0.548 -2.861 -5.482 0.034
H 3.091 -3.819 -3.528 0.091
H 1.718 -2.718 -3.174 0.055
H 2.809 -2.290 -4.441 0.076
H 2.200 -4.009 -5.968 0.141
H 1.725 -6.025 -4.674 0.128
H 0.306 -5.516 -5.510 0.120
H -1.042 -6.421 -2.542 0.083
H 0.408 -7.208 -3.174 0.093
H -0.945 -6.742 -4.256 0.091
H -0.322 -3.028 -4.966 0.057
H 0.232 -3.058 -6.432 0.065
C 3.549 7.211 2.491 -0.063
C 3.031 5.987 1.728 -0.439
C 3.087 4.843 2.700 -0.203
O 2.654 3.643 2.065 -0.239
C 2.723 2.488 2.856 -0.095
N 1.622 6.177 1.350 0.055
H 3.495 8.074 1.828 0.078
H 4.575 7.057 2.817 0.077
H 2.923 7.360 3.370 0.083
H 3.678 5.834 0.858 0.144
H 2.548 5.017 3.641 0.138
H 4.116 4.655 3.062 0.131
H 3.597 2.507 3.517 0.095
H 2.790 1.641 2.180 0.083
H 1.833 2.422 3.487 0.071
H 1.550 6.984 0.730 0.082
H 1.378 5.390 0.746 0.060
C 1.274 -4.822 4.405 -0.062
C 2.561 -4.334 3.792 -0.435
C 2.649 -4.443 2.298 -0.221
O 2.654 -5.769 1.822 -0.165
C 2.651 -5.890 0.436 -0.121
N 2.959 -2.966 4.294 0.042
H 0.871 -5.732 3.958 0.084
H 0.470 -4.081 4.284 0.083
H 1.378 -5.012 5.475 0.078
H 3.301 -5.048 4.202 0.138
H 3.563 -3.924 1.958 0.132
H 1.795 -3.871 1.888 0.122
H 3.264 -6.730 0.090 0.087
H 3.090 -5.017 -0.066 0.082
H 1.647 -6.052 0.015 0.087
H 3.972 -3.059 4.384 0.077
H 2.665 -2.934 5.274 0.074
O -2.771 3.300 -1.489 -0.086
H -2.320 3.419 -0.619 0.010
H -3.447 2.591 -1.377 0.007
O 1.493 -0.023 -4.506 -0.081
H 1.301 0.468 -5.318 0.069
H 1.155 -0.933 -4.694 0.007
O -2.309 -0.780 3.296 -0.091
H -3.216 -0.445 3.230 0.024
H -2.301 -1.617 2.755 0.020
O 2.448 2.762 -0.513 -0.054
H 2.257 3.217 0.346 0.033
H 3.147 2.129 -0.315 0.015
O -1.126 3.246 0.843 -0.082
H -0.496 3.900 1.173 0.031
H -0.853 2.375 1.241 0.004
O -1.144 3.535 -4.020 -0.118
H -0.323 3.010 -3.850 -0.012
H -1.568 3.606 -3.145 -0.013
O -2.883 -3.031 1.750 -0.088
H -2.548 -3.381 0.873 0.026
H -3.831 -3.208 1.751 0.050
O 1.137 -0.251 4.379 -0.075
H 1.924 0.200 4.715 0.042
H 1.440 -1.159 4.165 0.020
O -2.196 -3.342 -0.847 -0.087
H -1.684 -3.902 -1.441 0.040
H -1.847 -2.400 -0.999 0.034
O 1.165 2.361 -3.023 -0.077
H 1.458 1.473 -3.308 0.004
H 1.564 2.474 -2.136 0.012